Record 1
Computed, not measured: the ion C2H2Cl3O2S with charge -1 at a distorted geometry, with ωB97M-V/def2-TZVPD.

Structure (ORCA input):
```
! wB97M-V def2-TZVPD RIJCOSX def2/J DEFGRID3
* xyz -1 1
C -0.961 -0.454 -0.187
C 0.551 -0.445 0.031
O 0.995 1.849 1.422
O 0.304 2.213 -0.918
S 1.249 1.534 0.017
Cl -1.556 -2.179 -0.036
Cl 1.042 -1.110 1.597
Cl 1.149 -1.452 -1.260
H -1.579 0.185 0.418
H -1.193 -0.140 -1.084
*
```

Calculated values
* LUMO energy: 0.1206 Eh
* Kohn-Sham gap: 7.38 eV

---

Record 2
Computed, not measured: a cluster of 2 separate species, C2H2Cl3P in total at a distorted geometry, with ωB97M-V/def2-TZVPD.

Structure (ORCA input):
```
! wB97M-V def2-TZVPD RIJCOSX def2/J DEFGRID3
* xyz 0 3
C 0.972 0.752 -0.157
C -0.967 -1.128 -0.483
P -0.017 1.600 0.862
Cl 2.407 0.383 -0.766
Cl -2.310 -0.210 0.058
Cl -0.496 -2.488 0.437
H -0.702 -1.321 -1.454
H 1.113 2.411 1.503
*
```

Calculated values
* LUMO energy (alpha / beta): 0.0010 / -0.0526 Eh
* Kohn-Sham gap (alpha / beta): 7.58 / 7.84 eV

---

Going through the records in order, we get ΔE to the lowest compared entry with this formula, charge and spin values of 10.3 49.9 kcal/mol.